8
Properties=species:S:1:pos:R:3:forces:R:3 method="wB97M-V/def2-TZVPD" smiles="C=NOC=O" total_charge=0 homo_energy_ev=-10.515
C 1.66698 -0.33156 0.00047 -2.9 0.8 0.9
N 0.62105 0.50471 -0.04463 4.4 -1.8 0.2
O -0.51530 -0.27066 -0.19997 2.5 -1.1 -0.6
C -1.60803 0.38331 -0.06689 -6.2 -3.8 1.2
O -2.62515 -0.38232 0.06075 3.1 4.1 -0.7
H 1.24447 -1.47603 -0.05167 2.1 2.6 0.1
H 2.73109 0.11815 0.29706 -2.7 -1.3 -1.0
H -1.51510 1.45441 0.00487 -0.3 0.5 -0.1